<P>
Entry from the OMol25 dataset: the molecule C3H3Br2N3 (the ωB97M-V functional and the def2-TZVPD basis).

XYZ file:
```
11
Properties=species:S:1:pos:R:3:mulliken_charge:R:1
C -0.11777 -2.91047 -0.59892 -0.30
C -0.50844 -1.73508 -0.52825 0.38
C 0.32824 0.79559 0.41209 0.58
N -1.20317 -0.65327 -0.81950 -1.10
N -0.73124 0.49819 -0.33172 0.36
N 0.37010 2.16356 0.81329 -0.47
Br 0.62986 -4.53444 -0.21918 -0.09
Br 1.74759 -0.32340 0.72490 -0.08
H -1.28325 1.30498 -0.63652 0.28
H 1.22300 2.75649 0.79454 0.25
H -0.45492 2.63785 0.38927 0.19
```

Results
* net charge: 0
* highest occupied orbital energy (alpha / beta): -0.254 / -0.254 hartree
* orbital gap (alpha / beta): 6.95 / 6.95 eV
* multiplicity: 1

***

<Q>
Entry from the OMol25 dataset: the molecule C3H3Br2N3 (the ωB97M-V functional and the def2-TZVPD basis).

XYZ file:
```
11
Properties=species:S:1:pos:R:3:mulliken_charge:R:1
C 1.90383 -0.11755 -0.03272 0.53
C -0.04157 1.32213 0.07762 0.29
C -1.46641 -0.68433 -0.02885 -0.81
N 1.96408 1.14740 0.19631 -0.48
N 0.81934 -0.83057 -0.12816 -0.87
N -0.21636 0.03422 -0.02778 0.57
Br 3.49799 -1.18950 -0.03840 -0.14
Br -1.08984 2.74391 0.00925 -0.04
H -1.43566 -1.34446 -0.86177 0.29
H -1.54847 -1.06310 0.87118 0.40
H -2.38691 -0.01815 -0.03668 0.25
```

Results
* net charge: 0
* highest occupied orbital energy: -0.332 hartree
* orbital gap: 8.78 eV
* multiplicity: 1

***

Unit: kJ/mol. Relative energies: <P> 52.3; <Q> 0.0.